# C28H38N8Ni

C28H38N8Ni as an isolated structure (the ωB97M-V functional and the def2-TZVPD basis, the Open Molecules 2025 dataset).

```
! wB97M-V def2-TZVPD RIJCOSX def2/J DEFGRID3
* xyz 0 3
C -1.587 2.442 0.972
H 0.744 3.813 4.767
C -2.806 1.854 0.239
H -1.201 3.307 0.414
N 4.184 1.346 -1.385
H -2.810 3.190 -1.448
H 0.488 -3.690 2.068
H -1.521 -2.714 3.055
H -2.828 0.784 0.440
H 0.725 0.973 -2.913
H 1.827 -0.389 -2.597
C 0.272 2.616 3.130
H 2.551 -1.932 2.096
C 1.373 0.500 2.223
Ni -0.371 -0.279 0.138
C 1.112 2.992 4.160
C 2.567 0.553 2.985
H 3.268 -0.237 2.746
N 2.688 3.220 -1.770
H -1.251 -0.395 -3.110
N -1.825 -0.865 -1.171
C -1.991 -0.058 -2.375
C -1.741 1.429 -2.076
H -4.336 -0.861 -1.886
H 3.225 1.006 0.427
H 4.165 -0.104 -2.900
C -4.262 -4.000 0.816
H 3.241 -0.385 -0.677
H 2.874 3.029 5.326
H 0.895 -2.741 3.499
H -1.576 1.958 -3.019
H -6.097 -2.220 -1.414
N 1.098 -0.513 1.438
C -4.114 -1.624 -1.153
C 2.563 2.800 -3.168
H -0.634 3.203 3.080
C -5.258 -3.562 -0.047
H -4.487 -4.912 1.360
H -0.797 -1.117 3.070
C -5.186 -2.451 -0.871
C 1.702 0.694 -2.516
H -2.493 -3.937 1.903
H -3.708 2.278 0.686
H -2.970 -0.175 -2.841
H 1.654 -2.323 0.634
C 3.013 1.433 3.950
C -3.056 -3.416 1.140
H 4.776 3.293 -1.870
H 4.816 1.475 -3.375
C -2.792 -1.596 -0.652
H 4.007 1.230 4.335
H 0.679 2.844 -1.346
C 0.362 1.602 2.142
N 2.727 1.353 -3.325
C 1.569 -1.863 1.621
N -0.506 1.482 1.160
C -2.412 -2.261 0.631
H -0.816 1.489 -1.498
C 0.547 -2.674 2.466
H -6.180 -4.130 -0.062
H -1.950 2.819 1.930
H 1.759 2.816 0.061
C 4.002 2.796 -1.281
C 4.038 0.976 -2.794
H 4.108 3.100 -0.237
C 1.662 2.530 -0.988
H 1.575 3.086 -3.536
C 2.363 2.516 4.521
H 3.322 3.312 -3.763
C -2.857 2.111 -1.274
N -1.365 -1.709 1.191
C 3.122 0.699 -0.613
N 1.778 1.066 -1.093
H -3.827 1.778 -1.654
C -0.855 -2.049 2.500
*
```

Computed properties:
HOMO-LUMO gap (spin up / spin down)   7.3 / 7.2 eV
<S²>   2.01
Molar mass   545.36 Da
Maximum force   0.886 eV Å⁻¹
Electronic energy   -3036.04018 a.u.